1.
The following is a quantum chemistry calculation of a single C4H6O2S molecule at a distorted geometry, from OMol25.

Positions of all 13 atoms, in Å:
C  -0.849  -0.451  -0.093
C  0.302  0.351  0.629
C  -1.754  0.628  -0.840
C  1.467  -0.435  1.029
O  -1.043  -1.676  -0.012
O  0.095  1.521  0.811
S  2.452  -0.531  -0.512
H  -1.259  0.914  -1.765
H  -2.680  0.158  -0.987
H  -1.600  1.420  -0.208
H  1.250  -1.408  1.494
H  2.238  0.098  1.691
H  1.383  -0.588  -1.237

Summary:
- energy above the lowest of the compared OMol25 structures with the same formula, charge and spin (kcal per mole) = 13.0
- gap between HOMO and LUMO (alpha / beta) (eV) = 7.88 / 6.47
- multiplicity = 3
- maximum force (eV/A) = 3.71
- HOMO (alpha / beta) (eV) = -7.14 / -9.51
- expectation value of S² = 2.015

2.
The following is a quantum chemistry calculation of a molecular structure, C4H6O3Rb at a distorted geometry, from OMol25.

Positions of all 14 atoms, in Å:
H  0.686  -2.090  2.549
O  0.780  0.451  0.045
C  -0.444  0.350  -0.375
O  -0.939  -0.643  -0.905
Rb  0.910  -3.107  -1.879
O  -1.125  1.443  -0.092
C  -2.521  1.446  -0.378
H  -2.684  1.342  -1.457
H  -3.028  0.630  0.150
H  -2.887  2.419  -0.037
C  1.584  -0.845  0.298
C  2.842  -0.536  0.644
H  3.253  0.480  0.668
H  3.572  -1.340  0.769

Summary:
- energy above the lowest of the compared OMol25 structures with the same formula, charge and spin (kcal per mole) = 66.4
- gap between HOMO and LUMO (alpha / beta) (eV) = 6.10 / 6.20
- multiplicity = 2
- maximum force (eV/A) = 2.23
- HOMO (alpha / beta) (eV) = -6.96 / -7.06
- expectation value of S² = 0.753

3.
The following is a quantum chemistry calculation of a molecular structure, C4H6O3Y at a distorted geometry, from OMol25.

Positions of all 14 atoms, in Å:
H  -3.287  2.444  1.640
C  -4.265  1.945  1.024
H  -5.063  1.475  1.620
H  -4.587  2.762  0.360
C  -3.077  1.309  0.877
O  0.343  -1.375  -0.823
C  1.148  -1.430  0.154
O  0.899  -0.788  1.215
Y  -1.081  0.040  0.249
O  2.218  -2.177  0.027
C  3.117  -2.262  1.136
H  3.523  -1.271  1.371
H  2.603  -2.675  2.011
H  3.919  -2.932  0.818

Summary:
- charge = +2
- energy above the lowest of the compared OMol25 structures with the same formula, charge and spin (kcal per mole) = 0.0
- gap between HOMO and LUMO (alpha / beta) (eV) = 8.09 / 7.53
- multiplicity = 2
- maximum force (eV/A) = 3.69
- HOMO (alpha / beta) (eV) = -18.26 / -18.28
- expectation value of S² = 0.754

4.
The following is a quantum chemistry calculation of 2 unconnected molecules or ions with the total composition C4H6O4, from OMol25.

Positions of all 14 atoms, in Å:
C  0.690  0.997  1.344
C  0.108  0.913  -0.025
O  -1.011  1.223  -0.341
C  1.099  0.351  -1.062
O  2.282  0.563  -1.038
O  0.493  -0.387  -1.982
H  0.100  1.656  1.975
H  0.671  -0.010  1.764
H  1.727  1.319  1.287
H  1.129  -0.729  -2.631
C  -1.824  -1.474  0.175
O  -0.856  -1.714  0.836
H  -2.774  -1.136  0.618
H  -1.834  -1.573  -0.920

Summary:
- energy above the lowest of the compared OMol25 structures with the same formula, charge and spin (kcal per mole) = 40.8
- gap between HOMO and LUMO (eV) = 10.19
- SMILES string = CC(=O)C(=O)O.C=O
- multiplicity = 1
- maximum force (eV/A) = 0.74
- HOMO (eV) = -10.06

5.
The following is a quantum chemistry calculation of a single C4H6O4 molecule at a distorted geometry, from OMol25.

Positions of all 14 atoms, in Å:
C  -2.281  0.763  0.065
C  -1.257  -0.309  -0.099
O  -1.529  -1.453  -0.336
O  0.019  0.211  -0.196
C  1.003  -0.824  0.052
C  2.305  -0.154  -0.136
O  3.357  -0.782  0.067
O  2.397  1.138  -0.272
H  -2.124  1.588  -0.712
H  -3.510  0.341  0.268
H  -1.930  1.132  1.226
H  1.135  -1.289  1.005
H  0.802  -1.597  -0.668
H  1.613  1.235  -0.263

Summary:
- energy above the lowest of the compared OMol25 structures with the same formula, charge and spin (kcal per mole) = 88.9
- gap between HOMO and LUMO (eV) = 10.87
- SMILES string = CC(=O)OCC(=O)O
- multiplicity = 1
- maximum force (eV/A) = 17.68
- HOMO (eV) = -10.51

6.
The following is a quantum chemistry calculation of a single C4H6O8 molecule at a distorted geometry, from OMol25.

Positions of all 18 atoms, in Å:
O  -2.210  0.322  -1.840
C  -1.206  0.095  -1.233
O  -0.502  -1.029  -1.324
C  0.593  -1.132  -0.370
O  1.742  -0.651  -0.952
O  0.755  -2.430  -0.033
C  0.182  -0.271  0.843
O  1.230  0.342  1.491
O  -0.730  -0.888  1.645
C  -0.627  1.042  -0.184
O  -1.563  1.735  0.529
O  0.400  1.814  -0.701
H  1.666  0.305  -1.122
H  1.027  -2.935  -0.812
H  1.890  -0.313  1.753
H  -1.012  -0.264  2.330
H  -2.350  1.862  -0.025
H  0.714  2.398  0.005

Summary:
- energy above the lowest of the compared OMol25 structures with the same formula, charge and spin (kcal per mole) = 0.0
- gap between HOMO and LUMO (eV) = 10.13
- SMILES string = O=C1OC(O)(O)C(O)(O)C1(O)O
- multiplicity = 1
- maximum force (eV/A) = 3.98
- HOMO (eV) = -9.75

7.
The following is a quantum chemistry calculation of a molecular structure, C4H6OS at a distorted geometry, from OMol25.

Positions of all 12 atoms, in Å:
C  -1.782  0.563  0.069
C  0.413  0.393  -0.290
C  1.783  -0.158  -0.094
C  0.442  -0.922  0.434
H  -2.260  0.704  1.120
H  -2.451  0.680  -0.728
H  0.328  0.292  -1.378
H  2.582  -0.087  0.607
H  2.326  -0.625  -1.023
H  0.260  -0.779  1.529
O  -0.561  1.303  -0.039
S  -1.081  -1.364  -0.206

Summary:
- energy above the lowest of the compared OMol25 structures with the same formula, charge and spin (kcal per mole) = 122.5
- gap between HOMO and LUMO (eV) = 9.32
- multiplicity = 1
- maximum force (eV/A) = 3.79
- HOMO (eV) = -8.38

8.
The following is a quantum chemistry calculation of a single C4H6OS molecule at a distorted geometry, from OMol25.

Positions of all 12 atoms, in Å:
C  -1.988  -0.158  0.527
C  -0.815  -0.068  -0.469
O  -0.382  1.310  -0.382
C  0.849  1.330  0.156
C  1.577  0.147  0.317
S  0.590  -1.213  -0.111
H  -1.673  -0.006  1.548
H  -2.421  -1.222  0.361
H  -2.748  0.498  0.203
H  -1.210  -0.224  -1.487
H  1.326  2.321  0.261
H  2.595  0.048  0.754

Summary:
- energy above the lowest of the compared OMol25 structures with the same formula, charge and spin (kcal per mole) = 35.9
- gap between HOMO and LUMO (eV) = 8.47
- SMILES string = C[C@H]1OC=CS1
- multiplicity = 1
- maximum force (eV/A) = 3.82
- HOMO (eV) = -7.54

9.
The following is a quantum chemistry calculation of a single C4H6OS molecule at a distorted geometry, from OMol25.

Positions of all 12 atoms, in Å:
S  3.052  -0.219  -0.424
C  1.686  0.071  0.421
C  0.456  0.871  0.028
C  -0.493  -0.119  -0.602
C  -1.486  -0.782  0.156
O  -1.869  0.351  -0.593
H  1.703  -0.213  1.444
H  0.765  1.619  -0.731
H  -0.116  1.387  0.782
H  -0.184  -0.696  -1.502
H  -1.983  -1.714  -0.181
H  -1.531  -0.556  1.204

Summary:
- energy above the lowest of the compared OMol25 structures with the same formula, charge and spin (kcal per mole) = 59.0
- gap between HOMO and LUMO (eV) = 8.49
- SMILES string = S=CC[C@H]1CO1
- multiplicity = 1
- maximum force (eV/A) = 2.49
- HOMO (eV) = -8.98

10.
The following is a quantum chemistry calculation of a single C4H6OS molecule at a distorted geometry, from OMol25.

Positions of all 12 atoms, in Å:
C  -1.610  -0.937  -0.341
C  -1.963  0.257  0.418
C  0.790  0.413  -0.109
C  2.221  0.571  0.069
O  -1.754  1.360  -0.017
S  0.224  -1.130  0.147
H  -1.905  -1.961  -0.214
H  -1.479  -0.868  -1.482
H  -2.363  0.157  1.415
H  2.701  -0.183  0.523
H  2.395  1.631  0.601
H  2.743  0.690  -1.010

Summary:
- energy above the lowest of the compared OMol25 structures with the same formula, charge and spin (kcal per mole) = 101.3
- gap between HOMO and LUMO (eV) = 8.24
- multiplicity = 1
- maximum force (eV/A) = 5.61
- HOMO (eV) = -8.11

11.
The following is a quantum chemistry calculation of a single C4H6OS2 molecule at a distorted geometry, from OMol25.

Positions of all 13 atoms, in Å:
C  1.523  0.163  0.165
C  0.839  -1.157  -0.490
C  0.515  1.257  0.232
C  -1.578  -0.188  0.618
O  -0.835  0.978  0.379
S  -0.610  -1.746  0.569
S  -3.143  -0.050  -0.128
H  1.860  -0.281  1.092
H  2.315  0.555  -0.468
H  0.387  -0.983  -1.456
H  1.652  -1.995  -0.636
H  0.663  2.321  0.067
H  -3.587  1.127  0.055

Summary:
- energy above the lowest of the compared OMol25 structures with the same formula, charge and spin (kcal per mole) = 98.5
- gap between HOMO and LUMO (alpha / beta) (eV) = 7.75 / 7.51
- multiplicity = 1
- maximum force (eV/A) = 3.71
- HOMO (alpha / beta) (eV) = -7.21 / -7.32

12.
The following is a quantum chemistry calculation of a single C4H6OS2 molecule at a distorted geometry, from OMol25.

Positions of all 13 atoms, in Å:
O  -2.757  1.268  -0.391
C  -1.828  0.557  -0.133
S  -2.148  -1.232  0.080
C  -0.435  1.018  0.158
C  0.596  0.170  0.241
C  1.958  0.574  0.615
S  3.167  -0.306  -0.373
H  -3.473  -1.096  0.258
H  -0.281  2.098  0.148
H  0.411  -0.872  0.013
H  2.255  0.381  1.665
H  2.138  1.605  0.281
H  2.953  -1.563  0.162

Summary:
- energy above the lowest of the compared OMol25 structures with the same formula, charge and spin (kcal per mole) = 22.8
- gap between HOMO and LUMO (eV) = 9.49
- SMILES string = O=C(S)/C=C/CS
- multiplicity = 1
- maximum force (eV/A) = 1.54
- HOMO (eV) = -9.51

13.
The following is a quantum chemistry calculation of 2 unconnected molecules or ions with the total composition C4H6OS3 at a distorted geometry, from OMol25.

Positions of all 14 atoms, in Å:
C  -0.927  0.100  0.659
C  0.075  -1.174  0.434
C  0.243  0.288  -0.060
C  -0.180  0.667  -1.367
H  -0.193  0.403  2.779
H  -1.965  -0.083  0.148
H  0.764  -1.259  1.209
H  0.816  -2.586  -0.682
H  2.140  1.840  -1.124
H  -1.047  1.452  -1.504
O  -0.220  -2.297  -0.338
S  -1.221  1.233  2.082
S  1.345  1.550  0.569
S  0.371  -0.135  -2.805

Summary:
- energy above the lowest of the compared OMol25 structures with the same formula, charge and spin (kcal per mole) = 144.1
- gap between HOMO and LUMO (eV) = 8.01
- multiplicity = 1
- maximum force (eV/A) = 6.19
- HOMO (eV) = -8.79

14.
The following is a quantum chemistry calculation of a single C4H6P2 molecule, from OMol25.

Positions of all 12 atoms, in Å:
C  1.179  0.497  0.208
C  0.132  -0.554  0.196
C  -1.132  -0.380  -0.232
C  -2.149  -1.350  -0.384
P  -2.175  -3.066  -0.167
P  -0.401  -3.963  0.245
H  0.778  1.451  -0.122
H  1.990  0.207  -0.457
H  1.600  0.608  1.208
H  0.445  -1.542  0.539
H  -1.437  0.624  -0.514
H  -3.127  -0.968  -0.639

Summary:
- energy above the lowest of the compared OMol25 structures with the same formula, charge and spin (kcal per mole) = 35.8
- gap between HOMO and LUMO (alpha / beta) (eV) = 6.68 / 6.03
- SMILES string = C/C=C/C=P#P
- multiplicity = 1
- maximum force (eV/A) = 0.97
- HOMO (alpha / beta) (eV) = -7.91 / -7.88

15.
The following is a quantum chemistry calculation of a single C4H6P2 molecule at a distorted geometry, from OMol25.

Positions of all 12 atoms, in Å:
P  -2.580  0.016  -0.170
C  -0.776  -0.229  0.072
P  0.137  -1.765  -0.214
C  1.737  -0.914  -0.194
C  1.626  0.421  0.092
C  0.366  0.986  0.090
H  -2.536  1.427  0.115
H  -3.176  -0.167  1.096
H  -0.194  -1.553  -1.509
H  2.672  -1.305  -0.315
H  2.454  1.026  0.460
H  0.271  2.056  0.478

Summary:
- energy above the lowest of the compared OMol25 structures with the same formula, charge and spin (kcal per mole) = 49.3
- gap between HOMO and LUMO (alpha / beta) (eV) = 7.54 / 7.55
- SMILES string = PC1=[PH]=CC=C1
- multiplicity = 1
- maximum force (eV/A) = 6.35
- HOMO (alpha / beta) (eV) = -7.92 / -7.92

16.
The following is a quantum chemistry calculation of a single C4H6P2 molecule at a distorted geometry, from OMol25.

Positions of all 12 atoms, in Å:
C  -2.760  0.821  -0.015
P  -1.422  -0.749  0.380
C  0.030  0.066  0.254
P  1.010  1.553  -0.240
C  1.347  -0.081  -0.080
C  2.446  -1.000  -0.021
H  -3.807  0.587  0.132
H  -2.343  1.699  0.490
H  -2.499  0.757  -1.062
H  3.276  -0.553  0.541
H  2.782  -1.309  -1.011
H  1.941  -1.790  0.633

Summary:
- energy above the lowest of the compared OMol25 structures with the same formula, charge and spin (kcal per mole) = 43.4
- gap between HOMO and LUMO (eV) = 6.99
- SMILES string = C/P=c1\pc1C
- multiplicity = 1
- maximum force (eV/A) = 3.19
- HOMO (eV) = -7.54

17.
The following is a quantum chemistry calculation of a single C4H6P2S molecule at a distorted geometry, from OMol25.

Positions of all 13 atoms, in Å:
P  2.104  0.728  0.360
C  0.827  -0.332  -0.059
C  0.502  -1.665  -0.051
C  -0.861  -2.030  0.017
S  -2.024  -0.767  0.054
C  -1.022  0.538  0.401
P  -1.336  2.163  -0.188
H  1.781  1.793  -0.614
H  3.053  -0.003  -0.373
H  1.095  -2.487  -0.417
H  -1.356  -2.952  -0.364
H  -0.349  2.795  0.559
H  -2.415  2.219  0.675

Summary:
- energy above the lowest of the compared OMol25 structures with the same formula, charge and spin (kcal per mole) = 103.1
- gap between HOMO and LUMO (eV) = 6.86
- SMILES string = [PH2]#C/C=C\SC#[PH2]
- multiplicity = 1
- maximum force (eV/A) = 5.64
- HOMO (eV) = -7.26

18.
The following is a quantum chemistry calculation of a molecular structure, C4H6S, from OMol25.

Positions of all 11 atoms, in Å:
C  -1.170  -0.045  0.896
C  -0.116  0.090  0.088
C  0.191  -1.363  -0.145
C  0.603  1.264  -0.464
S  -1.229  -1.813  0.945
H  -1.832  0.629  1.402
H  0.049  -1.722  -1.161
H  1.136  -1.719  0.259
H  1.645  1.254  -0.145
H  0.137  2.184  -0.122
H  0.587  1.240  -1.553

Summary:
- energy above the lowest of the compared OMol25 structures with the same formula, charge and spin (kcal per mole) = 11.8
- gap between HOMO and LUMO (eV) = 9.04
- multiplicity = 1
- maximum force (eV/A) = 0.34
- HOMO (eV) = -8.05

19.
The following is a quantum chemistry calculation of a single C4H6S2 molecule at a distorted geometry, from OMol25.

Positions of all 12 atoms, in Å:
C  -1.824  -0.974  -0.085
C  -1.258  0.487  0.015
C  0.023  0.814  -0.002
S  1.153  -0.484  0.152
C  2.633  0.326  0.026
S  4.051  -0.386  -0.035
H  -2.616  -1.224  -0.815
H  -2.154  -1.398  0.995
H  -0.987  -1.585  -0.264
H  -2.025  1.190  -0.043
H  0.458  1.863  0.172
H  2.548  1.372  -0.115

Summary:
- energy above the lowest of the compared OMol25 structures with the same formula, charge and spin (kcal per mole) = 33.0
- gap between HOMO and LUMO (eV) = 8.49
- SMILES string = C/C=C\SC=S
- multiplicity = 1
- maximum force (eV/A) = 2.97
- HOMO (eV) = -8.61

20.
The following is a quantum chemistry calculation of a molecular structure, C4H6S2 at a distorted geometry, from OMol25.

Positions of all 12 atoms, in Å:
C  2.070  0.340  -0.652
C  0.486  1.263  -0.087
C  -0.779  -1.018  0.060
C  -0.818  0.537  -0.032
S  2.976  -0.479  0.319
S  1.135  2.688  0.383
H  2.383  0.860  -1.605
H  -0.166  -1.245  0.934
H  -0.372  -1.597  -0.756
H  -1.781  -1.334  0.115
H  -1.431  0.836  -0.825
H  -1.418  0.963  0.960

Summary:
- energy above the lowest of the compared OMol25 structures with the same formula, charge and spin (kcal per mole) = 67.4
- gap between HOMO and LUMO (eV) = 7.53
- multiplicity = 1
- maximum force (eV/A) = 4.36
- HOMO (eV) = -8.01

Listing electronic energy for the structures above in their given order: -19171.4492 -11037.9934 -11409.9502 -12434.4019 -12432.3173 -20624.9916 -17122.8179 -17126.5752 -17125.5732 -17123.7387 -27959.0068 -27962.2906 -38791.8517 -22819.4420 -22818.8604 -22819.1143 -33652.4408 -15079.2795 -25913.8611 -25912.3688 eV.